ORCA calculation (the ωB97M-V functional and the def2-TZVPD basis) on a molecular structure, C43H37ClN6O4ReS.

Calculated values
Max |F| ... 3.66 eV/A
Frontier orbital gap (alpha / beta) ... 7.24 / 6.38 eV
Lowest unoccupied orbital energy (alpha / beta) ... -0.0002 / -0.0102 Ha
2S+1 ... 4
Relative energy (zero: lowest compared OMol25 entry of this formula, charge and spin) ... 40.3 kcal/mol
<S²> ... 3.77
Total energy ... -87804.3392 eV

```
93
Properties=species:S:1:pos:R:3:mulliken_charge:R:1
Re -0.43523 0.46840 -1.16803 0.72
Cl 5.28741 -7.14351 -2.86362 -0.21
S -0.02678 3.97946 -0.80113 0.69
O 0.13516 -2.78995 -3.30814 -0.68
O 1.12958 3.54604 -1.52488 -0.44
O -0.78728 5.06945 -1.34897 -0.66
O 0.89932 -2.46894 -1.17968 -0.23
N 2.65248 0.25744 -0.39798 -0.28
N 3.75435 1.05347 -2.01275 0.63
N 1.72931 0.52215 -1.40830 0.55
N -0.89951 2.58192 -0.60998 -0.39
N 3.83813 0.51861 -0.78149 -0.45
N -2.52022 0.41395 -1.02374 0.02
C 0.40554 4.89635 5.07825 -1.59
C -1.89903 -3.84171 4.53358 -0.65
C -2.14441 -3.82446 3.13931 -0.15
C 1.31655 3.91273 3.00558 -1.07
C -5.22829 0.33652 -0.61163 -0.65
C 4.13264 -5.83652 -2.80822 0.51
C 0.95273 -2.98874 -2.41336 0.56
C 2.14795 -3.85942 -2.60767 0.09
C 2.46024 0.97203 -2.35710 -0.58
C 0.34876 4.40572 0.86686 0.00
C -0.26290 5.71173 2.79758 -0.63
C -1.13839 -2.86922 5.15837 -0.51
C 4.17207 -4.93562 -1.78402 -0.81
C 3.22181 -3.92884 -1.71927 -0.13
C -5.35044 -4.37341 -0.93630 -0.41
C -2.93021 -4.07799 -0.91187 -0.44
C 4.96691 1.37584 -2.77433 -1.07
C -0.31198 5.54042 1.47196 -0.62
C 6.53801 2.41064 -1.09001 -1.32
C -4.08723 -4.70468 -1.42071 -0.67
C -5.06349 2.47607 0.63423 -1.20
C 1.20030 3.64572 1.63379 -0.18
C -5.51297 -3.54990 0.21735 -0.93
C -1.04427 -1.69326 3.03145 -0.77
C -3.24870 -0.54692 -1.55234 -0.46
C 0.50371 4.84223 3.56233 1.09
C -3.02576 -3.31011 0.26023 0.46
C -4.24650 3.61263 0.79974 -0.60
C -4.51332 1.44773 -0.16152 0.68
C -0.75787 -1.72389 4.37596 -0.60
C -1.68454 -2.73980 2.34562 0.12
C -1.85786 -2.68163 0.86835 0.58
C -4.67263 -0.63741 -1.35585 -0.90
C 2.11052 -4.82676 -3.60023 -0.39
C 4.53662 3.65196 -1.86665 -1.48
C 5.59321 2.66402 -2.23735 0.73
C -2.87889 3.69904 0.38858 -0.49
C -1.02988 -2.17095 0.04739 -1.15
C -0.26348 -1.59209 -0.86005 0.61
C -2.26239 2.64929 -0.24187 0.42
C 3.11822 -5.72737 -3.76452 -0.59
C -4.30847 -3.17270 0.88894 -0.11
C -3.09980 1.49063 -0.45835 0.28
H -4.32785 -2.67712 1.90503 0.35
H -6.48037 -3.29687 0.59330 0.49
H 1.95620 3.28866 3.66184 0.32
H -2.33278 -4.75138 4.97457 0.32
H -0.90324 -2.88875 6.23114 0.36
H -4.02327 -5.33753 -2.27642 0.45
H 6.14256 3.05725 -3.10371 0.38
H 3.10396 -6.50168 -4.56075 0.33
H 4.76270 -5.06251 -0.86734 0.32
H -6.24463 0.21141 -0.45135 0.54
H 1.73095 2.80425 1.23168 0.56
H 7.45860 1.95828 -1.41023 0.40
H -1.98813 -4.37473 -1.31754 0.49
H -0.75954 6.62644 3.12651 0.37
H 4.20613 3.62106 -0.80649 0.28
H 3.66703 3.53522 -2.52967 0.25
H -0.64860 -0.96671 2.37323 0.58
H -0.60324 5.21310 5.35326 0.37
H -0.06457 -0.96680 4.75755 0.37
H 5.68590 0.56672 -2.93318 0.36
H -2.41158 4.69119 0.34227 0.39
H 1.26117 -4.86372 -4.26926 0.44
H 3.29858 -3.33738 -0.82998 0.47
H 2.18752 1.36691 -3.29472 0.48
H 6.72279 3.40889 -0.59436 0.33
H 4.95885 4.62858 -1.91173 0.55
H 4.64155 1.55994 -3.77746 0.36
H 0.72486 4.00385 5.60425 0.39
H -5.26943 -1.40029 -1.71562 0.69
H -4.63212 4.56946 1.29690 0.28
H -2.62383 -4.60650 2.66771 0.66
H -6.20264 -4.90207 -1.41765 0.31
H -2.70171 -1.32393 -2.04849 0.71
H 0.94836 5.73105 5.42925 0.36
H 6.03965 1.70821 -0.41490 0.28
H -6.04222 2.41361 1.00323 0.52
H -0.89650 6.15753 0.83553 0.65
```


ORCA calculation (the ωB97M-V functional and the def2-TZVPD basis) on a molecular structure, CH10MnO8.

Calculated values
Max |F| ... 7.25 eV/A
Frontier orbital gap (alpha / beta) ... 4.02 / 4.12 eV
Lowest unoccupied orbital energy (alpha / beta) ... -0.0387 / -0.0389 Ha
2S+1 ... 6
Relative energy (zero: lowest compared OMol25 entry of this formula, charge and spin) ... 20.2 kcal/mol
<S²> ... 8.75
Total energy ... -48899.4238 eV

```
20
Properties=species:S:1:pos:R:3:mulliken_charge:R:1
Mn -0.12632 -0.06527 -0.05035 0.76
O -0.59906 -1.87737 -1.25744 -0.44
O -3.32890 1.83524 0.59203 -0.81
O -2.17782 0.31942 -0.40820 -0.71
O 1.19159 1.52520 0.72027 -0.37
O 0.13093 1.15311 -1.87965 -0.44
O 0.00178 -1.13799 1.84982 -0.41
O 1.86957 -0.93953 -0.24273 -0.39
O -1.45235 1.33619 1.37219 -0.71
C -2.34908 1.10209 0.51196 0.88
H -0.66223 -1.14587 2.53922 0.26
H 2.61292 -0.35178 -0.37768 0.27
H 1.17012 1.59146 1.67493 0.27
H -0.53903 0.94993 -2.53242 0.29
H 2.26699 -1.78737 -0.04408 0.26
H 1.79743 2.21346 0.44551 0.24
H 0.71513 -1.67317 2.19760 0.25
H -1.34838 -2.45985 -1.38181 0.27
H 0.16389 -2.42494 -1.44265 0.27
H 0.66283 1.83704 -2.28651 0.24
```


ORCA calculation (the ωB97M-V functional and the def2-TZVPD basis) on 13 unconnected molecules or ions with the total composition C52H90F6O26S7.

Calculated values
Max |F| ... 3.36 eV/A
Frontier orbital gap ... 10.04 eV
Lowest unoccupied orbital energy ... 0.0116 Ha
2S+1 ... 1
Total energy ... -200768.3090 eV

```
181
Properties=species:S:1:pos:R:3:mulliken_charge:R:1
S -5.16534 -25.98087 -13.16271 0.91
S -2.99783 -23.12675 -2.74723 1.16
S -2.55398 -28.54312 -8.38105 1.06
S 0.53828 -25.61024 -4.30765 1.08
S -9.27797 -23.62126 -8.75061 0.75
S -9.06478 -22.63457 -12.94290 1.38
S -4.16126 -24.13870 -7.22682 0.28
F -0.29001 -19.74336 -9.24408 -0.31
F -7.30542 -26.50338 -7.19554 -0.14
F -6.51091 -28.47731 -7.62985 -0.26
F -8.58085 -27.95289 -8.04575 -0.27
F -1.82059 -20.73654 -10.24687 -0.14
F -1.96547 -20.54848 -8.08748 -0.14
O 1.39185 -26.65661 -4.97354 -0.77
O -4.09587 -22.35847 -14.45214 -0.39
O -4.46730 -24.79733 -12.71214 -0.15
O -3.55459 -27.84602 -9.13381 -0.45
O -4.79713 -24.92617 -6.16480 0.52
O -1.48408 -29.19185 -9.07654 -0.78
O -2.19424 -22.29905 -3.63370 -0.68
O -4.58305 -17.43227 -8.41313 -0.39
O -8.11875 -23.22208 -9.47478 -0.07
O -4.66576 -21.35781 -12.51033 -0.26
O -7.36718 -29.45341 -5.34232 -0.54
O -8.99351 -23.27344 -2.94796 -0.43
O -5.38447 -26.13369 -14.58799 -0.81
O -6.16898 -15.91845 -8.80759 -0.63
O -0.74600 -26.01756 -3.79223 -0.52
O -5.81116 -20.01245 -5.51732 0.21
O -8.31737 -23.76608 -13.48184 -0.78
O -4.13787 -22.49735 -2.07841 -0.75
O -8.37321 -21.11892 -3.05916 -0.66
O -8.94858 -27.90231 -5.12978 -0.16
O -10.18929 -22.71822 -12.02395 -0.73
O -6.62931 -19.35345 -7.49329 -0.62
O 0.39306 -22.08305 -7.94723 -0.58
O -0.81481 -23.06615 -9.60251 -0.18
O -9.15329 -24.06848 -7.37342 -0.86
O -2.75438 -23.79484 -7.22270 -0.68
C -2.90731 -27.77425 -5.83188 0.82
C -11.68134 -24.50773 -9.14607 -1.03
C -1.83168 -22.84281 -14.00404 -0.67
C -5.63106 -16.93973 -9.12515 -0.01
C -2.75307 -25.30928 -1.28348 -0.82
C -9.78358 -28.74823 -4.20440 -0.26
C -2.00588 -23.99217 -1.54840 -0.12
C -6.24268 -17.98820 -4.19167 -0.90
C -5.60853 -28.39772 -12.21334 -0.55
C -5.06113 -22.62395 -7.46105 -0.68
C -3.17038 -29.29988 -5.81301 -1.05
C -10.54909 -22.36876 -8.67366 -1.00
C 1.49730 -24.70432 -3.11655 -0.65
C -3.45333 -29.68617 -7.26477 -0.21
C -5.02013 -22.35255 -9.00740 2.72
C -3.82010 -21.84074 -13.21756 0.12
C -5.58423 -19.37711 -4.13840 -0.16
C 0.87644 -22.94957 -4.73855 -0.33
C -7.54678 -27.81177 -7.19887 0.80
C -10.22736 -24.78760 -9.65442 -0.27
C -7.33556 -24.25013 -4.36662 1.95
C 1.99548 -23.43597 -3.91206 -0.82
C -5.81779 -17.86550 -10.29408 0.33
C -8.70573 -20.30943 -14.21639 -0.75
C -8.18790 -22.28123 -3.36664 0.38
C -6.60470 -17.82392 -5.63327 -0.30
C -3.77819 -18.32677 -9.22758 0.48
C -2.37335 -22.02873 -12.86937 1.24
C -3.58363 -24.63614 -3.56628 2.71
C -0.38973 -22.10646 -8.85153 0.06
C -11.93536 -23.01094 -8.83888 -0.44
C -7.89813 -21.51700 -12.15529 0.57
C -6.95728 -27.72116 -12.54621 -0.84
C -8.40798 -24.55750 -3.35981 -0.29
C -3.83833 -25.55101 -2.34087 -1.11
C -4.41434 -24.81037 -8.87105 1.04
C -7.08813 -22.80070 -4.27863 1.23
C -10.55230 -27.80391 -3.33381 -1.09
C -0.96034 -25.34026 -10.32066 -1.33
C -4.49203 -27.45318 -12.55835 0.03
C -1.13347 -20.76773 -9.12074 1.29
C -4.39655 -18.25308 -10.61253 -0.01
C -6.42632 -19.13512 -6.30545 0.00
C -8.38003 -20.16404 -12.71471 -0.47
C -4.18870 -23.50481 -9.67474 1.88
C -2.93244 -22.86474 -15.02180 -0.53
C -6.66268 -26.27719 -12.31862 0.18
C -7.92712 -28.49408 -5.76183 0.21
C -1.98399 -27.50292 -6.99319 0.11
C -0.42416 -24.39325 -9.25454 0.70
C -9.62135 -21.61541 -14.25631 -1.00
C 0.21399 -24.19157 -5.36836 0.70
H -9.58263 -22.18256 -15.18833 0.42
H -7.84132 -28.08920 -11.98333 0.39
H -2.01378 -26.08764 -1.47234 0.31
H -4.03260 -29.45158 -5.21192 0.53
H -6.34074 -17.40044 -11.07666 0.59
H -6.46912 -25.99527 -11.31514 -0.42
H -1.90106 -21.08415 -12.84829 0.68
H -12.51085 -22.53916 -9.63849 0.29
H -1.52893 -23.80643 -13.62273 0.09
H -6.10269 -22.58863 -3.81612 -0.63
H -0.86024 -24.55133 -8.26698 -0.81
H -3.85381 -25.74544 -9.10700 -1.21
H -7.15581 -27.79771 -13.59680 0.36
H -2.75722 -22.28061 -15.95372 0.27
H -4.49673 -21.43821 -9.16554 -1.22
H -2.36334 -22.50079 -11.89117 -1.24
H 2.52650 -22.75573 -3.22974 0.39
H -5.84220 -17.16825 -6.03522 0.18
H -3.74480 -27.87382 -13.23866 0.57
H -2.26862 -27.36935 -5.03535 -0.14
H -7.52364 -19.45006 -12.64695 0.07
H -0.90930 -22.47911 -14.38638 0.47
H -6.39954 -24.81802 -4.25638 -0.57
H -3.36661 -30.73954 -7.48867 0.55
H -9.27363 -19.74751 -12.28026 0.42
H -12.40464 -24.93827 -9.83875 0.45
H 2.22558 -25.30977 -2.64812 0.59
H -10.42939 -29.41377 -4.78683 0.30
H -5.99666 -22.27584 -9.50855 -1.27
H 1.18753 -22.16992 -5.48431 0.33
H -3.80835 -26.61462 -2.55711 0.41
H -10.99155 -27.03444 -3.96406 0.28
H -7.58902 -17.36408 -5.77295 0.36
H -4.54851 -24.37870 -3.98895 -1.77
H -0.42826 -26.25390 -10.27167 0.69
H -6.08608 -22.78649 -7.20080 -0.68
H -7.15956 -22.34300 -5.23757 -0.13
H -8.04844 -25.09057 -2.48952 0.21
H -7.05686 -17.95995 -3.54187 0.35
H -3.76149 -27.15712 -5.92394 -0.39
H 0.11501 -22.41775 -4.15397 0.02
H -1.72193 -23.40332 -0.63660 0.60
H -9.10159 -29.37481 -3.64243 0.34
H 2.71147 -23.84285 -4.62340 0.33
H -5.50807 -29.33133 -12.75668 0.45
H -0.85301 -24.14360 -5.54080 -0.62
H -5.43841 -25.08873 -8.92385 0.37
H -2.71585 -18.02184 -9.11215 0.18
H -4.83610 -25.37856 -1.94344 0.35
H -10.47366 -21.86060 -7.74173 0.74
H -2.29268 -29.82596 -5.41473 0.38
H -1.07833 -24.08597 -2.17056 -0.54
H -4.60896 -21.98930 -6.73271 0.86
H -0.68584 -24.89233 -11.30858 0.23
H 0.81586 -24.30934 -2.41771 0.17
H -10.02679 -27.24575 -2.53060 0.24
H 0.69956 -24.35728 -6.34080 0.32
H -6.38998 -18.74866 -9.93688 -0.19
H -1.97830 -26.40558 -7.20526 -0.73
H -3.95143 -17.37570 -11.06104 0.39
H -9.96048 -24.67931 -10.70110 0.08
H -4.64532 -23.74623 -10.65417 0.05
H -2.04890 -25.64792 -10.33661 -0.13
H -7.35108 -25.59551 -12.73934 0.40
H -7.92263 -21.60907 -11.10172 0.01
H -5.61053 -28.63509 -11.12833 0.02
H -6.96759 -21.85022 -12.60569 -0.39
H -7.61553 -24.45392 -5.39827 -0.82
H -6.14476 -20.02794 -3.42995 0.11
H -3.88281 -27.27413 -11.68734 -0.42
H -4.54077 -19.42025 -3.89206 0.37
H -2.86969 -25.04117 -4.29809 -0.44
H -9.89771 -25.81422 -9.43682 0.44
H -4.31124 -19.16863 -11.20588 -0.34
H -9.19555 -25.17263 -3.85304 -0.08
H -11.76619 -25.04512 -8.25669 0.39
H -9.29098 -19.42035 -14.52858 0.41
H -3.08905 -25.39281 -0.27389 0.37
H -5.55119 -17.18957 -3.94801 0.31
H -11.44117 -28.27737 -2.93875 0.41
H 0.62483 -24.54741 -9.20525 0.75
H -7.87961 -20.54325 -14.89231 0.29
H -0.97154 -27.78117 -6.79622 0.62
H -12.49024 -23.00671 -7.87104 0.26
H -10.63389 -21.40824 -13.93040 0.36
H -3.85051 -19.31337 -8.75450 -0.45
H -3.12599 -23.28297 -9.77210 -1.91
H -10.27725 -21.59294 -9.40363 0.28
H -4.50627 -29.42515 -7.52697 -0.29
H -3.15811 -23.88733 -15.34930 0.30
```


Please write out number 2 again, unchanged.
ORCA calculation (the ωB97M-V functional and the def2-TZVPD basis) on a molecular structure, CH10MnO8.

Calculated values
Max |F| ... 7.25 eV/A
Frontier orbital gap (alpha / beta) ... 4.02 / 4.12 eV
Lowest unoccupied orbital energy (alpha / beta) ... -0.0387 / -0.0389 Ha
2S+1 ... 6
Relative energy (zero: lowest compared OMol25 entry of this formula, charge and spin) ... 20.2 kcal/mol
<S²> ... 8.75
Total energy ... -48899.4238 eV

```
20
Properties=species:S:1:pos:R:3:mulliken_charge:R:1
Mn -0.12632 -0.06527 -0.05035 0.76
O -0.59906 -1.87737 -1.25744 -0.44
O -3.32890 1.83524 0.59203 -0.81
O -2.17782 0.31942 -0.40820 -0.71
O 1.19159 1.52520 0.72027 -0.37
O 0.13093 1.15311 -1.87965 -0.44
O 0.00178 -1.13799 1.84982 -0.41
O 1.86957 -0.93953 -0.24273 -0.39
O -1.45235 1.33619 1.37219 -0.71
C -2.34908 1.10209 0.51196 0.88
H -0.66223 -1.14587 2.53922 0.26
H 2.61292 -0.35178 -0.37768 0.27
H 1.17012 1.59146 1.67493 0.27
H -0.53903 0.94993 -2.53242 0.29
H 2.26699 -1.78737 -0.04408 0.26
H 1.79743 2.21346 0.44551 0.24
H 0.71513 -1.67317 2.19760 0.25
H -1.34838 -2.45985 -1.38181 0.27
H 0.16389 -2.42494 -1.44265 0.27
H 0.66283 1.83704 -2.28651 0.24
```


Q: Among the records above, which one has the highest total energy?
A: CH10MnO8